66
Properties=species:S:1:pos:R:3:forces:R:3 method="wB97M-V/def2-TZVPD" de_lowest_kj_mol=0.0 homo_lumo_gap_ev=6.109 total_charge=+1
Sc -0.076916 -0.995356 0.284615 -0.4 0.6 1.0
Si -1.386737 1.399527 0.705761 0.7 0.1 0.8
O 0.232529 -1.094805 2.317365 1.0 -0.2 -0.6
O 1.796324 -0.991967 3.944174 -0.2 -0.2 -0.9
N -0.732586 -0.781541 -1.867287 -1.0 -1.3 -1.4
N -1.528378 -2.656743 0.264617 -1.1 -0.6 -1.3
N 2.143196 -1.319184 0.433089 0.9 -0.7 1.2
N -2.098647 -2.781155 -2.115026 1.2 -0.1 0.7
C 2.932080 -1.922109 -1.756668 0.0 0.4 -1.7
C -0.715192 2.974167 -0.154276 -0.6 -1.0 0.6
C 3.173093 -1.452672 -0.465319 1.3 0.8 0.4
C -2.918099 2.699377 4.964355 0.3 0.2 -0.8
C -3.673287 2.720852 3.799162 -0.2 0.2 0.9
C 4.524303 -1.001311 -0.134666 -0.7 0.0 -0.5
C -1.353432 -1.715293 -2.666840 0.2 0.0 1.5
C -1.824451 1.874181 2.543608 0.3 -0.9 -1.0
C -2.626659 -4.230238 1.692207 -0.5 -0.2 1.0
C -1.072026 1.766401 3.733322 -0.6 0.2 -1.2
C 0.428305 3.644859 0.281756 -0.1 0.7 -1.0
C -1.594888 2.257566 4.910768 -0.7 -0.1 0.2
C -2.838973 -4.513878 -0.661536 0.1 1.2 -0.6
C -2.093226 -3.310847 -0.809798 -0.2 0.3 0.7
C -0.170825 0.247662 -2.536141 0.8 0.3 0.1
C 0.894407 4.742711 -0.452174 0.2 -0.3 0.6
C 3.852976 -0.897092 2.125416 -0.8 -0.9 0.0
C 3.847444 -1.624277 -2.775950 -0.9 -0.8 0.9
C -0.056934 0.293472 -3.905592 -0.1 0.7 -0.7
C -3.200066 -4.897365 0.608919 0.3 -0.7 0.0
C 1.476538 -1.080506 2.774647 -1.5 0.1 1.1
C 4.847165 -0.705581 1.220138 -0.8 0.3 -0.5
C 5.443283 -0.847546 -1.201600 0.7 0.2 1.4
C 2.520008 -1.159252 1.710938 1.1 0.6 -0.7
C -1.423983 3.434968 -1.253515 0.3 0.9 -0.5
C -1.332444 -1.679596 -4.052848 -1.2 -0.7 -0.3
C -1.845231 -3.122489 1.507055 0.8 -0.2 0.4
C -0.994446 4.604185 -1.904083 -1.2 -0.9 -0.6
C 0.163206 5.228650 -1.525482 0.4 -0.3 0.1
C -3.136985 2.328710 2.602039 0.2 -0.2 -0.2
C 5.102651 -1.094244 -2.480443 -0.3 -0.1 -0.6
C -0.691814 -0.664645 -4.702135 0.8 0.3 0.8
H -1.585217 4.965681 -2.755226 0.3 0.0 0.3
H -0.598334 -0.610827 -5.768560 -0.2 -0.1 -0.3
H 2.009580 -2.483758 -1.987312 0.4 0.6 0.1
H 1.842863 5.215856 -0.200316 -0.3 0.0 0.1
H 3.631478 -1.836353 -3.808699 -0.2 -0.3 -0.1
H -3.747044 2.306960 1.704795 0.0 0.2 0.1
H 5.761690 -0.227881 1.563890 0.2 -0.5 -0.4
H -2.710527 1.159578 0.021082 0.1 0.1 0.1
H 0.480057 1.107961 -4.401453 -0.3 -0.2 0.5
H -3.170026 -4.945806 -1.619733 -0.2 -0.2 0.9
H -2.409242 -3.469827 -2.809448 0.2 0.7 0.5
H -2.800341 -4.615509 2.710861 0.0 0.5 -0.6
H -3.863294 -5.746895 0.827451 0.4 0.4 -0.4
H -4.688414 3.056725 3.859986 -0.5 0.1 -0.1
H -1.940401 -2.454755 -4.553192 0.6 0.6 0.0
H 6.455975 -0.532256 -0.955409 -0.2 0.0 0.0
H 0.935131 3.328033 1.172238 0.3 -0.2 0.3
H 0.538702 6.031966 -2.116797 0.2 0.6 -0.1
H 5.799221 -0.938208 -3.280779 0.3 0.1 -0.2
H 0.247802 1.067345 -1.929649 -0.2 -0.5 -0.2
H -3.391471 3.064573 5.856513 0.2 0.0 0.4
H -0.998476 2.255848 5.794315 0.3 -0.1 0.6
H -2.309092 2.906375 -1.611460 0.2 0.2 0.2
H -1.373277 -2.613791 2.381566 -0.4 -0.3 -1.0
H -0.119090 1.269487 3.719558 0.4 0.1 0.0
H 4.010440 -0.938119 3.183174 0.1 0.6 0.4

57
Properties=species:S:1:pos:R:3:forces:R:3 method="wB97M-V/def2-TZVPD" de_lowest_kj_mol=144.3 homo_lumo_gap_ev=5.433 total_charge=+3
W 0.438096 0.204825 0.127495 1.7 0.1 2.0
Br 3.421596 0.125625 0.027995 0.0 -0.7 0.1
O -0.961104 -1.063475 -0.138905 -0.5 -0.4 0.0
O 0.951896 0.518925 1.865595 0.3 0.5 2.2
O 0.967396 -0.096375 -1.626705 0.5 -0.7 -1.2
O -1.239404 -2.769875 -2.238805 0.0 -0.2 0.1
O -0.079204 0.672625 -3.452405 0.5 0.2 0.5
N 1.480096 -1.728475 0.497095 0.6 -0.2 -0.4
N 1.092196 2.195225 -0.549105 -0.2 0.0 -1.1
N -1.544404 1.088625 -0.562505 0.6 0.6 0.1
N -1.143404 1.170425 0.763595 -0.5 0.2 -0.7
C 3.613596 -2.791775 0.122395 -0.2 0.3 0.1
C 0.727196 1.917625 5.246895 -0.1 0.0 -0.3
C -4.278504 -1.675675 -3.837005 0.4 -0.1 0.2
C -1.369004 2.150425 1.596495 0.5 -0.3 1.1
C -2.438604 -0.676275 -1.999605 0.7 0.0 0.5
C 1.644396 4.503225 -2.018805 -0.1 -0.2 0.1
C 0.946296 -2.945475 0.740395 -0.3 -0.3 0.1
C -0.648604 2.085125 2.821395 0.2 -0.1 -0.4
C 1.532196 3.311125 0.062695 -0.1 -0.1 0.6
C 0.953396 2.226925 -1.902605 0.0 -0.1 -0.1
C 1.147896 1.142225 4.172395 0.1 -0.3 -0.5
C -4.396104 -0.355275 -3.372905 0.0 0.5 0.2
C 3.033196 -4.036675 0.327995 -0.4 0.2 0.1
C 0.483596 1.208125 2.955695 -0.2 0.6 0.3
C -3.485504 0.152025 -2.491505 -0.2 -0.1 -0.1
C 1.205596 3.350425 -2.669305 -0.1 -0.4 0.4
C -1.031304 2.875125 3.925595 0.1 0.0 0.0
C 1.027596 -5.440475 0.925695 -0.3 -0.5 0.0
C -0.347604 2.796025 5.118895 -0.3 0.1 -0.1
C -1.650204 -0.226975 -0.919205 -2.8 -1.2 -0.9
C -3.225504 -2.475775 -3.443905 0.2 -0.1 0.1
C 1.674796 -4.137675 0.661895 0.3 0.9 0.0
C -2.283704 -1.995575 -2.537305 0.1 0.2 0.0
C 1.818796 4.473325 -0.638505 0.0 -0.2 -0.1
C 2.795996 -1.686975 0.221495 0.0 0.5 0.1
C 0.542796 0.871325 -2.458605 -0.2 1.5 -2.0
H 0.532496 -5.812075 0.026295 0.0 0.0 -0.1
H -0.107404 -2.962175 1.019295 0.2 0.0 -0.1
H 1.670196 3.255525 1.141095 -0.1 0.0 -0.2
H 2.199996 5.338325 -0.113105 -0.1 0.0 0.1
H 0.262796 -5.360675 1.693995 0.0 0.0 0.1
H 4.665696 -2.689175 -0.094205 0.1 0.1 0.0
H -2.073104 2.950125 1.378395 -0.2 -0.3 -0.1
H 1.081696 3.306125 -3.741305 -0.1 0.0 -0.1
H 1.852296 5.400825 -2.584805 0.0 0.0 0.0
H 1.244596 1.842725 6.191195 0.1 0.0 0.1
H -0.632704 -2.355975 -1.606105 -0.3 -0.1 -0.3
H 1.756996 -6.190175 1.218795 0.0 0.0 0.1
H -1.900704 3.509425 3.829595 0.0 0.1 0.0
H -5.222804 0.253225 -3.701705 -0.1 0.1 -0.1
H -0.657204 3.405425 5.956695 0.0 0.0 0.0
H -3.568404 1.153525 -2.101505 -0.1 0.1 0.0
H 1.999896 0.485625 4.268395 0.1 0.0 0.0
H 3.642996 -4.926475 0.246695 0.0 -0.1 0.0
H -5.020104 -2.064575 -4.519905 0.0 0.0 -0.1
H -3.103704 -3.476075 -3.831805 0.0 -0.1 0.0

15
Properties=species:S:1:pos:R:3:forces:R:3 method="wB97M-V/def2-TZVPD" de_lowest_kj_mol=669.0 homo_lumo_gap_ev=9.254 total_charge=0
O 0.237865 1.382741 -0.789303 -0.9 -3.5 2.5
O -1.875670 1.969445 -0.050447 2.0 -3.6 -0.4
O -3.266765 -0.094062 0.413713 3.4 -2.0 -1.0
N -1.210970 -0.221519 -0.570569 -4.4 -5.0 0.5
N -2.299945 -0.806289 0.173877 -2.8 0.1 0.5
C 1.467622 0.229558 1.108921 0.9 -1.1 1.2
C -0.019041 -1.022858 -0.876969 -0.3 -1.3 3.3
C 0.883060 0.039895 -0.294057 4.7 2.4 -4.3
C -1.113345 1.028558 -0.344383 1.5 10.5 -1.6
H 2.043310 1.149505 0.737485 0.0 -1.4 2.0
H 0.006027 -1.972682 -0.070035 -0.3 2.3 -2.6
H 1.946210 0.067136 -0.978241 -2.9 -0.3 1.8
H 2.046579 -0.772582 1.306537 -0.1 2.2 -0.7
H 1.023554 0.341056 2.204940 -0.3 0.3 -2.9
H 0.131511 -1.317903 -1.971476 -0.4 0.6 1.7

120
Properties=species:S:1:pos:R:3:forces:R:3 method="wB97M-V/def2-TZVPD" homo_lumo_gap_ev=9.733 total_charge=0
S -2.915967 3.791364 7.064474 -2.5 1.4 0.7
S -5.549170 -3.651870 3.821909 1.1 -1.0 -0.3
S -1.726105 -1.536162 -9.084141 1.3 -1.7 1.4
F -0.465449 -9.683033 -2.295400 1.4 -2.8 0.3
F 0.721134 0.867184 -2.229829 -1.3 0.9 -2.5
F 1.012544 -3.289785 6.408206 0.3 0.7 1.1
F 3.641255 3.018279 -6.238990 -1.7 0.1 -0.3
O 8.091932 6.563328 0.351899 0.2 -1.9 0.5
O -2.050056 5.848514 -1.740883 -0.6 -0.2 0.9
O 5.359404 3.221239 -4.872783 -0.7 1.9 1.5
O -4.379419 -2.971092 -2.617852 0.4 0.5 0.1
O 7.540936 4.835210 1.561313 -0.1 0.0 -0.2
O -3.841246 3.821913 8.216223 1.7 0.1 -1.1
O 2.437972 -5.806612 6.051921 0.8 -0.6 -0.2
O -3.085848 6.981976 -3.287976 0.2 -0.8 0.7
O -1.489208 3.839833 7.193283 0.2 -0.1 0.3
O 8.562102 1.496797 6.327058 0.7 -0.1 -0.8
O 4.564912 -5.203012 5.431697 -3.1 0.5 0.2
O 0.021310 -6.803923 -2.207718 -0.6 -0.1 0.5
O -1.517731 -8.092188 -1.245603 -0.8 0.5 0.0
O -5.928191 -3.058219 -4.093396 1.4 3.1 1.4
O 6.339388 1.799205 -3.352322 -1.9 0.9 -2.0
O -1.735767 -1.504407 -10.541621 0.0 0.4 1.3
O -4.827950 -2.705630 2.984645 -0.2 -0.1 1.0
O 9.904855 0.929218 4.642759 -2.9 0.1 1.9
O 2.241416 2.185233 1.645534 -0.7 -0.3 -0.4
O 1.815510 1.612562 -0.481110 1.2 3.1 -0.5
O -4.819370 -4.551114 4.750943 -1.2 1.4 -1.7
O 1.064499 0.341374 1.077727 -1.0 -0.4 1.0
O 2.340208 9.973150 4.113455 1.2 0.3 -0.8
O 3.593181 10.223247 2.314484 0.8 1.1 0.6
O -2.900179 -1.229484 -8.286410 0.5 0.1 -0.7
O 2.762003 -3.891914 5.009167 -2.3 0.7 -0.1
O -0.854740 -6.154358 -0.168803 0.4 -2.7 -2.9
O 6.028356 1.293064 -5.490202 -0.1 -2.0 -2.2
N 2.800030 9.656102 3.016885 -1.7 0.1 0.0
N -5.174415 -2.387277 -3.321200 -1.0 -2.6 -0.2
N -2.257060 6.178795 -2.873957 1.3 1.7 -1.5
N 8.824271 0.887364 5.309079 1.2 -0.3 -1.0
N 8.247488 5.399806 0.763210 0.7 1.2 -0.6
C 2.218295 8.463911 2.424319 -1.0 -1.3 0.4
C -5.252205 -0.872962 -3.089468 -0.7 -0.9 -1.4
C -4.515881 4.409756 4.948286 2.2 -0.1 0.1
C -3.451631 2.437468 6.085851 -1.3 -0.9 -1.3
C 9.519479 4.675745 0.320712 -0.3 0.2 -0.4
C 0.442889 -0.055364 -0.127219 0.4 -2.6 0.0
C 1.712119 1.481036 0.842690 1.3 0.3 0.8
C 3.357539 -4.992985 5.486902 2.8 -0.9 0.4
C 1.319254 -3.985265 5.323228 0.4 -1.2 -1.8
C -1.302742 -8.709126 -2.511027 0.2 2.8 0.1
C -7.662442 -5.057319 3.740497 0.2 -1.7 -0.9
C 7.753334 -0.062460 4.839820 0.0 -0.5 -0.9
C -0.782815 -6.940101 -1.112553 0.0 1.7 1.7
C 4.950318 3.213299 -6.202383 2.0 -1.0 0.1
C -0.542136 -7.616078 -3.249180 0.1 0.9 -0.6
C 0.141276 -3.064486 -7.714416 0.1 -0.8 1.0
C -6.638537 -4.599413 2.668541 0.1 0.3 2.0
C -0.189019 -0.641060 -8.372551 -1.1 -1.2 -0.4
C 0.818098 -1.820153 -8.175855 1.0 2.2 -1.3
C -6.915781 -2.920888 4.787261 0.4 0.6 -0.7
C -1.059525 -3.298210 -8.556176 -1.6 1.4 -0.9
C 5.697660 1.971180 -6.715185 0.3 0.3 -0.1
C -8.108801 -3.833357 4.517179 -0.8 0.1 -0.7
C 5.866833 2.058819 -4.447736 2.5 -0.1 2.3
C 1.137899 -5.471198 5.543085 1.3 0.3 1.3
C -1.276833 5.667410 -3.907822 -1.1 -0.9 -0.2
C -3.809072 3.056992 4.652256 -0.2 -0.6 0.9
C -3.489440 5.099392 5.883365 -0.2 -0.3 0.4
C 1.379395 0.513724 -1.164432 0.3 -0.5 1.5
H -8.715966 -4.055417 5.394748 0.3 -0.1 0.0
H -6.066810 -5.308880 2.070301 0.0 -0.3 0.6
H -1.171860 -6.960643 -3.850799 -0.3 -0.1 0.0
H 6.620684 2.225409 -7.236241 0.1 0.2 0.2
H -5.503002 4.234017 5.375854 0.2 0.0 0.3
H 1.330996 -1.987343 -9.123002 -0.2 -0.2 -0.3
H -0.850490 -3.772676 -9.514968 -0.1 -0.1 0.1
H 5.131474 1.362175 -7.419907 -0.3 -0.2 0.5
H -1.967769 5.306282 -4.669602 0.4 -0.2 -0.2
H -5.734215 -0.539939 -4.008641 0.0 0.5 0.3
H -7.074510 -1.931469 4.358353 0.0 0.0 -0.1
H -0.641774 6.426962 -4.363750 -0.2 0.2 0.6
H 0.997578 -6.056681 4.634457 -0.6 0.2 0.1
H -0.109050 -3.038028 -6.653870 -0.3 0.4 0.1
H -7.282142 -5.823096 4.416550 0.6 0.1 -0.1
H -3.849740 5.945228 6.468896 0.0 -0.1 0.0
H -7.083162 -3.903571 1.957064 0.0 0.3 0.3
H 2.433319 7.699839 3.171356 0.4 -0.5 -0.6
H -1.890810 -3.755481 -8.019546 0.0 -0.1 -0.3
H -0.605070 0.240725 -0.174237 0.2 0.5 -0.3
H 1.632603 -1.459363 -7.547759 -0.2 -0.2 0.4
H 0.472229 -5.638310 6.389881 -0.4 -0.2 -0.6
H 0.248247 -7.974144 -3.908857 0.0 -0.3 0.4
H 2.300395 0.017811 -1.470907 -0.3 -0.9 0.0
H -0.083616 0.135260 -9.130381 0.9 -0.3 -0.1
H 0.791286 -3.937950 -7.765788 0.3 0.1 -0.3
H -4.251560 -0.460738 -2.959561 -0.1 -0.4 -0.1
H -5.863578 -0.700550 -2.203693 0.0 -0.2 -0.2
H 9.347418 3.627760 0.075339 -0.5 0.1 0.5
H -2.860741 3.017084 4.116391 0.0 1.1 -0.1
H 5.244662 4.160876 -6.653576 -0.3 0.0 0.0
H -6.591778 -2.749965 5.813856 0.0 -0.5 0.0
H 0.639603 -3.680266 4.527536 0.8 0.6 -0.4
H -0.356788 -0.146538 -7.415788 -0.7 -0.2 -0.1
H 10.197198 4.779692 1.168057 0.0 0.0 -0.2
H 9.886319 5.128939 -0.600242 0.0 0.4 0.4
H 7.460120 -0.724241 5.654783 0.4 0.1 0.0
H -2.205982 -9.058027 -3.011548 -0.2 0.1 0.5
H 1.130011 8.503312 2.471016 0.0 0.5 -0.1
H 6.833472 0.405922 4.489737 0.3 0.8 0.4
H 2.536707 8.327919 1.390770 0.3 -0.2 0.5
H -2.735857 1.620678 6.178649 0.3 0.2 -0.6
H -0.732063 4.845442 -3.443388 0.1 0.3 -0.2
H 0.470438 -1.143156 -0.190784 -0.2 -0.1 0.3
H -8.784088 -3.378949 3.792190 -0.1 0.7 0.3
H -4.505280 2.597915 3.950361 0.0 -1.2 0.7
H -4.339655 2.075529 6.604021 -0.1 0.2 -0.1
H -2.585227 5.365460 5.335913 -0.1 0.1 -0.1
H 8.128099 -0.588459 3.961757 0.3 -0.2 0.4
H -4.647866 4.954782 4.013616 0.0 0.2 0.1
H -8.456771 -5.584125 3.211721 -0.5 0.3 0.2